No. 1
This record from the Open Molecules 2025 dataset describes C26H23AsIN3PS4Tc as an isolated structure. The level of theory is ωB97M-V/def2-TZVPD.

The geometry in XYZ format:
```
60
Properties=species:S:1:pos:R:3:nbo_charge:R:1
Tc -0.8007 -0.0744 0.0642 0.109
C -2.3883 1.4590 -0.2852 -0.229
C -2.9442 0.1884 -0.6479 -0.192
C -3.0273 -0.6189 0.5001 -0.212
C -2.4875 0.1219 1.5783 -0.207
C -2.1122 1.4178 1.0999 -0.223
H -2.2755 2.3142 -0.9317 0.270
H -3.3072 -0.0777 -1.6275 0.268
H -3.4261 -1.6198 0.5481 0.270
H -2.4229 -0.2116 2.6025 0.264
H -1.7399 2.2307 1.6993 0.268
S 2.8319 -0.0696 -0.3086 -0.271
As 2.3737 -2.2437 0.0652 0.744
S 1.2269 0.9206 0.6292 0.686
S 0.1068 -2.3042 -0.0922 0.035
S 1.2494 -2.8026 -1.7744 -0.127
I -0.8796 -1.3684 -6.0326 0.290
C -0.4934 -0.4639 -4.2404 -0.299
C 0.2809 0.6506 -4.0024 -0.010
N 0.2594 0.8727 -2.6795 -0.304
N -0.4871 -0.0411 -2.0330 -0.258
C -0.9511 -0.8565 -2.9815 -0.022
H 0.8372 1.2874 -4.6701 0.260
H 0.7090 1.6149 -2.1673 0.430
H -1.5928 -1.6842 -2.7261 0.242
N 0.5626 -0.0966 1.7257 -1.141
P 0.7578 -0.0221 3.3674 1.863
C 2.4540 0.3569 3.7338 -0.493
C 2.8117 1.4779 4.4845 -0.154
C 4.1485 1.7118 4.7758 -0.198
C 5.1228 0.8314 4.3306 -0.142
C 4.7700 -0.3002 3.6023 -0.218
C 3.4414 -0.5396 3.3083 -0.109
C 0.3555 -1.6234 4.0226 -0.480
C -0.6560 -2.3996 3.4515 -0.186
C -0.9855 -3.6218 4.0133 -0.188
C -0.3130 -4.0658 5.1460 -0.153
C 0.6887 -3.2948 5.7201 -0.209
C 1.0300 -2.0729 5.1596 -0.108
C -0.3117 1.1946 4.1056 -0.493
C -1.2692 0.8236 5.0497 -0.165
C -2.0946 1.7887 5.6138 -0.196
C -1.9581 3.1177 5.2443 -0.149
C -0.9978 3.4971 4.3096 -0.223
C -0.1779 2.5404 3.7390 -0.142
H 2.0584 2.1579 4.8554 0.234
H 4.4261 2.5789 5.3591 0.243
H 6.1629 1.0179 4.5624 0.242
H 5.5313 -0.9965 3.2782 0.239
H 3.1665 -1.4459 2.7802 0.201
H -1.1878 -2.0493 2.5732 0.210
H -1.7651 -4.2283 3.5731 0.235
H -0.5723 -5.0208 5.5831 0.242
H 1.2081 -3.6465 6.6007 0.243
H 1.8177 -1.4783 5.6049 0.227
H -1.3718 -0.2115 5.3483 0.237
H -2.8352 1.5017 6.3475 0.244
H -2.5975 3.8675 5.6910 0.243
H -0.8891 4.5383 4.0368 0.241
H 0.5734 2.8432 3.0163 0.216
```

Summary:
HOMO-LUMO gap ... 7.4 eV
LUMO ... -0.234 Ha
M ... 836.56 g mol⁻¹
Multiplicity ... 1
Total charge ... +2
Total energy ... -5716.7736 a.u.

=====

No. 2
This record from the Open Molecules 2025 dataset describes a 2-piece molecular cluster, C17H19N overall at a distorted geometry. The level of theory is ωB97M-V/def2-TZVPD.

The geometry in XYZ format:
```
37
Properties=species:S:1:pos:R:3:nbo_charge:R:1
C 5.4105 1.9309 0.2794 -0.629
C 3.9989 1.5152 0.0306 -0.088
C 3.2165 2.0867 -0.9439 -0.025
N 2.0458 1.3801 -1.1273 -0.543
C 2.0402 0.3333 -0.2269 0.144
C 0.9536 -0.5069 0.0795 -0.237
C 1.1396 -1.4246 1.0806 -0.215
C 2.3358 -1.4483 1.8293 -0.248
C 3.3611 -0.5800 1.5421 -0.178
C 3.2317 0.3876 0.5269 -0.099
H 5.6461 2.7921 -0.3538 0.214
H 6.0809 1.1502 -0.0739 0.219
H 5.5981 2.3315 1.2790 0.219
H 3.5306 2.7318 -1.7451 0.201
H 1.6806 1.3668 -2.0648 0.405
H 0.0464 -0.3911 -0.4957 0.221
H 0.4074 -2.2056 1.2241 0.219
H 2.5865 -2.3139 2.4295 0.212
H 4.3125 -0.6086 2.0650 0.207
C -4.2095 1.6159 -1.5422 -0.617
C -3.5900 0.2352 -1.8240 -0.427
C -3.2437 -0.5658 -0.5844 -0.004
C -3.5762 -1.9431 -0.5086 -0.209
C -2.9518 -2.7216 0.4289 -0.209
C -2.3312 -2.1105 1.5543 -0.230
C -2.0438 -0.7800 1.5785 -0.194
C -2.5929 -0.0368 0.4933 -0.234
H -5.2093 1.6753 -1.9794 0.212
H -3.5756 2.4051 -1.9450 0.211
H -4.4020 1.8681 -0.4978 0.216
H -4.1876 -0.2876 -2.5598 0.215
H -2.5887 0.3088 -2.2737 0.213
H -4.1701 -2.3580 -1.3172 0.207
H -3.1253 -3.7880 0.4733 0.211
H -2.0272 -2.7897 2.3382 0.208
H -1.4105 -0.2867 2.2982 0.228
H -2.3872 1.0321 0.5329 0.205
```

Summary:
HOMO-LUMO gap ... 8.6 eV
SMILES ... Cc1c[nH]c2ccccc12.CCc1ccccc1
LUMO ... 0.028 Ha
M ... 237.35 g mol⁻¹
Multiplicity ... 1
Total energy ... -713.9167 a.u.

=====

No. 3
This record from the Open Molecules 2025 dataset describes a 2-piece molecular cluster, C3H13N2O overall. The level of theory is ωB97M-V/def2-TZVPD.

The geometry in XYZ format:
```
19
Properties=species:S:1:pos:R:3:nbo_charge:R:1
N -0.7130 -0.1104 1.2049 -0.681
C 0.6142 -0.3033 0.5291 -0.042
C 0.6782 -1.6840 -0.0860 -0.630
C 0.8164 0.8298 -0.4499 -0.230
N 2.0749 0.6713 -1.1345 -0.832
H -0.7870 0.8169 1.6236 0.433
H -1.5607 -0.2055 0.6236 0.473
H -0.8179 -0.7916 1.9563 0.434
H 1.3522 -0.2415 1.3330 0.212
H -0.0038 -1.7633 -0.9269 0.228
H 1.6994 -1.8719 -0.3781 0.263
H 0.4362 -2.4490 0.6597 0.218
H 0.7027 1.7978 0.0943 0.165
H 0.0092 0.8181 -1.1868 0.207
H 2.8586 0.5031 -0.5188 0.368
H 2.2818 1.4388 -1.7638 0.390
H -3.5615 0.2307 -0.8850 0.505
H -3.1774 1.6197 -0.3380 0.502
O -2.9027 0.6943 -0.3567 -0.984
```

Summary:
HOMO-LUMO gap ... 9.8 eV
LUMO ... -0.120 Ha
M ... 93.15 g mol⁻¹
Multiplicity ... 1
Total charge ... +1
Total energy ... -306.6219 a.u.

=====

No. 4
This record from the Open Molecules 2025 dataset describes C23H55N3OP4RuS as an isolated structure at a distorted geometry. The level of theory is ωB97M-V/def2-TZVPD.

The geometry in XYZ format:
```
88
Properties=species:S:1:pos:R:3:mulliken_spin:R:1
Ru 0.0234 0.3621 -1.0623 1.710
P 1.4828 1.6522 0.0357 0.027
P -1.1752 0.5055 0.7927 -0.035
P -1.1350 2.0113 -1.9399 0.095
H -0.0836 -2.4519 -6.4965 0.018
C 0.2790 -1.4546 -6.8112 0.139
C 0.9613 -0.6273 -5.9845 0.167
H 0.8001 -0.6270 -4.8806 0.004
C 2.6503 0.7394 1.1223 -0.017
C 1.1767 3.0972 1.2270 -0.010
C 2.5990 2.4603 -1.1611 0.014
C -2.5866 -0.6448 0.9050 0.016
C -0.2695 0.0615 2.3253 0.032
C -2.0140 2.0516 1.3617 0.004
C -0.3310 1.8680 -3.5978 0.040
C -1.0951 3.8229 -1.5453 0.002
C -2.9259 1.7606 -2.3383 0.048
H 0.2660 -1.2536 -7.9016 0.020
H 1.7499 -0.0232 -6.4495 0.013
H 3.6391 0.7155 0.6324 0.014
H 2.3518 -0.3077 1.3155 0.019
H 2.7922 1.2254 2.1146 0.005
H 0.6371 2.7399 2.1147 0.001
H 0.5869 3.8805 0.7328 0.000
H 2.1222 3.5493 1.5804 0.002
H 2.8023 1.7473 -1.9724 -0.008
H 3.5442 2.7238 -0.6575 0.005
H 2.1392 3.3708 -1.5765 0.002
H -3.1956 -0.3696 1.7829 0.000
H -2.1829 -1.6616 1.0185 0.004
H -3.1841 -0.5704 -0.0115 -0.008
H -1.0138 -0.1148 3.1307 -0.002
H 0.4104 0.8766 2.6276 0.019
H 0.3164 -0.8610 2.1395 -0.028
H -2.5963 1.7914 2.2625 -0.002
H -2.6769 2.4322 0.5726 -0.004
H -1.2612 2.8064 1.6159 0.003
H -1.0154 2.1787 -4.4115 0.008
H -0.0908 0.7867 -3.6777 -0.005
H 0.5986 2.4661 -3.6095 -0.003
H -1.6898 4.4348 -2.2448 0.001
H -0.0513 4.1517 -1.5858 0.001
H -1.4822 3.9889 -0.5342 0.001
H -3.3494 2.5053 -3.0374 0.006
H -3.5271 1.7671 -1.4187 0.008
H -3.0216 0.7656 -2.7938 -0.022
C 0.3031 -3.0769 -2.1884 0.190
C -0.9276 -2.4201 -2.3138 -0.031
C -1.6409 -2.5535 -3.5189 0.105
C -1.1541 -3.4429 -4.5300 0.178
C 0.1768 -3.9357 -4.4532 -0.008
C 0.9321 -3.6022 -3.3426 0.066
S 1.1574 -3.2230 -0.6600 0.129
H 1.1357 -4.5136 -0.8753 0.023
H -1.2544 -1.6807 -1.5358 0.017
H -2.5413 -1.9113 -3.6822 -0.004
H -1.7400 -3.6985 -5.4433 -0.002
H 0.6541 -4.5202 -5.2681 0.001
H 2.0196 -3.7632 -3.3615 -0.004
C 3.9575 -5.0921 3.7846 -0.009
N 3.4036 -4.2631 2.7360 0.665
C 4.2631 -4.0678 1.5844 -0.011
P 1.8729 -3.5851 2.8671 0.011
O 1.7513 -2.4076 1.9927 0.049
N 0.6370 -4.6796 2.6411 0.126
C -0.4478 -4.4928 1.6925 0.009
C 0.6026 -5.9986 3.2647 -0.006
N 1.8945 -3.1772 4.5221 0.004
C 2.8626 -2.0924 4.7937 0.000
C 0.6068 -2.9358 5.1861 -0.002
H 5.0551 -5.0109 3.8267 0.025
H 3.7068 -6.1476 3.6060 0.059
H 3.5467 -4.7726 4.7477 0.009
H 3.6903 -3.7994 0.6663 0.014
H 5.0200 -3.2730 1.7827 0.046
H 4.8314 -4.9929 1.3160 0.024
H -0.4165 -3.5004 1.2230 -0.006
H -0.3681 -5.2646 0.9113 0.001
H -1.4172 -4.6256 2.1997 0.008
H 0.7066 -6.8053 2.5142 0.003
H 1.3958 -6.0880 4.0189 0.002
H -0.3824 -6.1611 3.7414 0.007
H 2.4307 -1.0914 4.6552 0.001
H 3.2076 -2.1732 5.8303 0.000
H 3.7098 -2.2176 4.1149 0.004
H 0.1572 -1.9824 4.8623 0.000
H -0.0808 -3.7595 4.9709 0.000
H 0.7906 -2.8789 6.2640 0.002
```

Summary:
HOMO-LUMO gap (alpha / beta) ... 6.2 / 3.8 eV
LUMO (alpha / beta) ... -0.425 / -0.545 Ha
M ... 646.75 g mol⁻¹
Multiplicity ... 5
Total charge ... +4
Total energy ... -3005.7495 a.u.

=====

Repeat the third record exactly.
This record from the Open Molecules 2025 dataset describes a 2-piece molecular cluster, C3H13N2O overall. The level of theory is ωB97M-V/def2-TZVPD.

The geometry in XYZ format:
```
19
Properties=species:S:1:pos:R:3:nbo_charge:R:1
N -0.7130 -0.1104 1.2049 -0.681
C 0.6142 -0.3033 0.5291 -0.042
C 0.6782 -1.6840 -0.0860 -0.630
C 0.8164 0.8298 -0.4499 -0.230
N 2.0749 0.6713 -1.1345 -0.832
H -0.7870 0.8169 1.6236 0.433
H -1.5607 -0.2055 0.6236 0.473
H -0.8179 -0.7916 1.9563 0.434
H 1.3522 -0.2415 1.3330 0.212
H -0.0038 -1.7633 -0.9269 0.228
H 1.6994 -1.8719 -0.3781 0.263
H 0.4362 -2.4490 0.6597 0.218
H 0.7027 1.7978 0.0943 0.165
H 0.0092 0.8181 -1.1868 0.207
H 2.8586 0.5031 -0.5188 0.368
H 2.2818 1.4388 -1.7638 0.390
H -3.5615 0.2307 -0.8850 0.505
H -3.1774 1.6197 -0.3380 0.502
O -2.9027 0.6943 -0.3567 -0.984
```

Summary:
HOMO-LUMO gap ... 9.8 eV
LUMO ... -0.120 Ha
M ... 93.15 g mol⁻¹
Multiplicity ... 1
Total charge ... +1
Total energy ... -306.6219 a.u.